[1]
Formula: C19H24N2O4PdS3
Source: the Open Molecules 2025 dataset
Level of theory: ωB97M-V/def2-TZVPD

CARTESIAN COORDINATES (ANGSTROEM)
Pd  -0.346  -0.961  -0.988
C  2.631  -2.094  0.734
C  2.739  -2.110  -0.780
C  4.109  -2.576  -1.249
O  1.740  -3.029  -1.268
C  2.486  -0.686  -1.317
O  3.359  0.144  -1.168
O  1.353  -0.448  -1.950
H  2.881  -3.077  1.138
H  1.621  -1.832  1.049
H  3.316  -1.350  1.140
H  4.295  -3.587  -0.886
H  4.881  -1.905  -0.876
H  4.165  -2.576  -2.340
H  1.689  -2.858  -2.215
N  -1.014  -2.559  -2.374
C  -2.467  -2.763  -2.300
C  -2.927  -2.384  -0.905
N  -2.502  -1.003  -0.688
H  -0.683  -2.412  -3.320
H  -0.500  -3.350  -1.995
H  -2.765  -3.786  -2.535
H  -2.934  -2.104  -3.034
H  -2.429  -3.009  -0.162
H  -4.005  -2.543  -0.811
H  -2.543  -0.703  0.285
H  -3.050  -0.356  -1.243
O  -0.428  0.059  0.637
C  -0.535  1.435  0.939
C  -0.827  2.366  -0.240
C  -1.110  2.099  -1.544
C  -1.264  3.267  -2.347
C  -1.089  4.408  -1.633
S  -0.715  4.072  -0.003
C  0.777  1.904  1.569
C  1.983  1.961  0.943
C  3.023  2.414  1.799
C  2.577  2.698  3.056
S  0.902  2.406  3.205
C  -1.666  1.482  1.968
C  -1.843  0.544  2.946
C  -2.960  0.812  3.783
C  -3.614  1.949  3.415
S  -2.880  2.691  2.066
H  -1.216  1.108  -1.955
H  -1.482  3.245  -3.405
H  -1.143  5.429  -1.976
H  2.135  1.685  -0.091
H  4.051  2.531  1.484
H  3.139  3.067  3.899
H  -1.183  -0.305  3.052
H  -3.254  0.193  4.619
H  -4.482  2.397  3.872

- HOMO-LUMO gap (eV) = 7.76
- energy relative to the best compared isomer or geometry (same formula, charge and spin) (eV) = 0.000
- total energy (a.u.) = -2471.2923
- LUMO energy (eV) = -0.14
- strongest force on any atom (Eh/bohr) = 0.0561

[2]
Formula: C6H13N
Source: the Open Molecules 2025 dataset
Level of theory: ωB97M-V/def2-TZVPD

CARTESIAN COORDINATES (ANGSTROEM)
C  0.653  2.088  1.274
C  0.591  0.624  0.874
C  -0.657  0.107  0.288
N  -1.653  1.000  -0.071
C  -0.519  -1.093  -0.387
C  -0.281  -0.968  -1.829
C  0.252  -2.214  0.265
H  1.627  2.318  1.709
H  -0.091  2.329  2.034
H  0.483  2.741  0.418
H  0.919  -0.003  1.703
H  1.349  0.408  -0.097
H  -1.460  1.989  -0.056
H  -2.208  0.736  -0.871
H  0.839  -0.383  -1.801
H  -0.914  -0.254  -2.347
H  -0.327  -1.910  -2.367
H  0.124  -2.200  1.346
H  1.334  -2.156  0.095
H  -0.059  -3.161  -0.177

- HOMO-LUMO gap (eV) = 7.77
- energy relative to the best compared isomer or geometry (same formula, charge and spin) (eV) = 2.485
- total energy (a.u.) = -291.0674
- LUMO energy (eV) = 1.03
- strongest force on any atom (Eh/bohr) = 0.0541

[3]
Formula: C7H8O3
Source: the Open Molecules 2025 dataset
Level of theory: ωB97M-V/def2-TZVPD

CARTESIAN COORDINATES (ANGSTROEM)
C  -0.273  -2.933  -0.934
C  0.123  -1.795  -1.039
C  0.801  -0.599  -1.208
C  1.671  0.182  -0.133
C  0.517  0.885  -0.798
O  0.586  1.868  -1.690
C  -0.555  1.090  0.222
O  -0.787  2.452  0.406
C  -1.202  0.301  1.021
O  -2.069  0.669  2.008
H  -0.685  -3.830  -0.972
H  1.461  -0.624  -2.150
H  1.354  -0.043  0.889
H  2.689  0.332  -0.336
H  -0.351  2.005  -1.777
H  -1.346  2.442  1.180
H  -1.142  -0.783  0.958
H  -2.443  -0.121  2.369

- HOMO-LUMO gap (eV) = 8.94
- energy relative to the best compared isomer or geometry (same formula, charge and spin) (eV) = 5.058
- total energy (a.u.) = -497.0786
- LUMO energy (eV) = 0.48
- strongest force on any atom (Eh/bohr) = 0.0891

[4]
Formula: CH7N2O
Source: the Open Molecules 2025 dataset
Level of theory: ωB97M-V/def2-TZVPD

CARTESIAN COORDINATES (ANGSTROEM)
N  -2.110  0.579  -0.745
H  -2.335  1.142  -0.029
H  -1.213  0.840  -1.074
H  -1.785  -0.338  -0.215
N  0.232  -1.048  0.973
C  1.004  -0.366  -0.131
O  1.100  0.965  -0.193
H  0.211  -0.435  1.765
H  0.834  -1.918  1.254
H  0.581  -0.774  -1.054
H  2.038  -0.757  0.091

- total charge = -1
- HOMO-LUMO gap (eV) = 7.27
- energy relative to the best compared isomer or geometry (same formula, charge and spin) (eV) = 0.935
- total energy (a.u.) = -227.0154
- LUMO energy (eV) = 4.90
- strongest force on any atom (Eh/bohr) = 0.1171

[5]
Formula: C20H32O6SeSn
Source: the Open Molecules 2025 dataset
Level of theory: ωB97M-V/def2-TZVPD

CARTESIAN COORDINATES (ANGSTROEM)
Sn  0.713  -0.975  0.927
C  2.501  -2.841  3.301
C  1.811  -1.868  4.253
O  1.536  -0.681  3.535
C  0.914  0.340  4.296
C  0.962  1.630  3.474
O  0.430  1.465  2.165
C  -0.843  2.019  1.904
C  -1.985  1.057  2.234
O  -1.719  -0.142  1.517
C  -2.707  -1.163  1.576
C  -2.268  -2.330  2.459
O  -0.970  -2.718  2.036
C  -0.491  -3.903  2.649
C  0.902  -4.195  2.090
O  1.771  -3.074  2.103
H  2.693  -3.784  3.821
H  3.451  -2.406  2.985
H  2.492  -1.669  5.090
H  0.882  -2.291  4.655
H  1.461  0.498  5.235
H  -0.122  0.057  4.535
H  2.007  1.929  3.340
H  0.429  2.424  4.000
H  -0.854  2.203  0.826
H  -0.971  2.968  2.432
H  -2.929  1.497  1.891
H  -2.048  0.870  3.313
H  -2.835  -1.533  0.555
H  -3.661  -0.766  1.929
H  -2.972  -3.161  2.324
H  -2.251  -2.046  3.520
H  -1.147  -4.747  2.399
H  -0.474  -3.779  3.739
H  0.801  -4.455  1.032
H  1.354  -5.028  2.638
C  1.477  2.976  -6.972
C  0.885  2.414  -5.739
C  1.647  1.687  -4.825
C  1.110  1.173  -3.664
C  2.042  0.563  -2.676
C  -0.284  1.360  -3.387
C  -0.917  0.908  -2.224
O  -0.668  -0.031  -1.385
C  -1.061  2.156  -4.305
C  -2.521  2.403  -4.099
C  -0.464  2.641  -5.443
H  2.560  3.009  -6.916
H  1.080  3.969  -7.167
H  1.196  2.358  -7.826
H  2.702  1.553  -5.016
H  3.041  0.972  -2.794
H  2.109  -0.512  -2.856
H  1.710  0.731  -1.647
H  -1.821  1.453  -1.922
H  -3.096  1.481  -4.190
H  -2.894  3.094  -4.851
H  -2.723  2.837  -3.120
H  -1.052  3.231  -6.132
Se  0.081  -1.828  -1.620

- total charge = +2
- HOMO-LUMO gap (eV) = 7.50
- energy relative to the best compared isomer or geometry (same formula, charge and spin) (eV) = 0.000
- total energy (a.u.) = -3847.8444
- LUMO energy (eV) = -6.67
- strongest force on any atom (Eh/bohr) = 0.0176

[6]
Formula: CH3IOS2
Source: the Open Molecules 2025 dataset
Level of theory: ωB97M-V/def2-TZVPD

CARTESIAN COORDINATES (ANGSTROEM)
C  -2.252  -0.611  -0.302
O  1.101  -0.168  1.580
S  2.747  0.993  -0.637
S  1.593  1.130  1.175
I  -1.043  0.864  -0.751
H  -3.083  -0.348  0.313
H  -2.226  -1.603  -0.699
H  3.163  -0.256  -0.678

- HOMO-LUMO gap (alpha / beta) (eV) = 6.65 / 8.39
- energy relative to the best compared isomer or geometry (same formula, charge and spin) (eV) = 3.100
- total energy (a.u.) = -1209.0791
- LUMO energy (alpha / beta) (eV) = -1.30 / -0.22
- strongest force on any atom (Eh/bohr) = 0.0333

[7]
Formula: C6H8FN
Source: the Open Molecules 2025 dataset
Level of theory: ωB97M-V/def2-TZVPD

CARTESIAN COORDINATES (ANGSTROEM)
C  -0.155  -1.635  0.137
C  -1.336  -1.032  0.018
C  1.148  -1.052  -0.165
C  -1.493  0.438  -0.123
C  -0.322  1.327  0.399
C  0.994  1.000  -0.416
N  2.271  -1.534  -0.001
F  2.081  1.585  0.149
H  -0.260  -2.601  0.406
H  -2.205  -1.508  0.157
H  -1.783  0.601  -1.108
H  -2.356  0.649  0.368
H  -0.373  2.436  0.253
H  -0.316  1.138  1.540
H  1.051  1.131  -1.420
H  3.057  -0.944  -0.194

- HOMO-LUMO gap (eV) = 9.13
- energy relative to the best compared isomer or geometry (same formula, charge and spin) (eV) = 3.235
- total energy (a.u.) = -387.9194
- LUMO energy (eV) = 0.78
- strongest force on any atom (Eh/bohr) = 0.1327

[8]
Formula: C2H5FN2O
Source: the Open Molecules 2025 dataset
Level of theory: ωB97M-V/def2-TZVPD

CARTESIAN COORDINATES (ANGSTROEM)
N  -1.542  0.207  -1.358
N  -1.385  -0.192  -0.068
C  -0.135  -0.211  0.477
O  0.089  -0.452  1.667
C  0.966  0.326  -0.434
F  2.152  0.160  0.132
H  -1.774  -0.585  -1.915
H  -2.248  0.878  -1.482
H  -2.154  -0.066  0.581
H  0.692  1.308  -0.615
H  0.910  -0.155  -1.367

- HOMO-LUMO gap (eV) = 10.29
- energy relative to the best compared isomer or geometry (same formula, charge and spin) (eV) = 0.735
- total energy (a.u.) = -363.7839
- LUMO energy (eV) = 0.66
- strongest force on any atom (Eh/bohr) = 0.0514

[9]
Formula: C5H16NO2
Source: the Open Molecules 2025 dataset
Level of theory: ωB97M-V/def2-TZVPD

CARTESIAN COORDINATES (ANGSTROEM)
C  1.750  2.402  1.890
C  0.439  2.866  1.286
C  -0.524  1.706  1.028
C  0.113  0.411  0.619
C  -0.203  -0.029  -0.584
N  0.173  -1.427  -1.036
H  1.614  2.110  2.949
H  2.450  1.731  1.337
H  2.534  3.170  1.797
H  0.009  3.530  2.057
H  0.412  3.366  0.297
H  -1.114  1.464  1.956
H  -1.289  2.072  0.317
H  0.859  0.008  1.326
H  -0.784  0.428  -1.345
H  1.155  -1.560  -0.821
H  -0.430  -2.146  -0.606
H  -0.004  -1.464  -2.037
H  -1.649  -4.314  0.528
H  -1.795  -3.307  1.566
O  -1.587  -3.355  0.626
H  -1.401  -2.890  -4.129
H  -0.171  -2.351  -4.951
O  -0.557  -2.421  -4.068

- total charge = +1
- HOMO-LUMO gap (eV) = 10.94
- energy relative to the best compared isomer or geometry (same formula, charge and spin) (eV) = 1.440
- total energy (a.u.) = -405.0672
- LUMO energy (eV) = -2.86
- strongest force on any atom (Eh/bohr) = 0.0455

[10]
Formula: C30H54FNO4
Source: the Open Molecules 2025 dataset
Level of theory: ωB97M-V/def2-TZVPD

CARTESIAN COORDINATES (ANGSTROEM)
C  -1.878  -4.824  2.058
C  -1.106  -3.586  1.612
C  0.338  -3.552  2.156
C  1.378  -3.214  1.085
C  2.684  -2.635  1.650
C  3.435  -1.777  0.615
C  3.146  -0.265  0.771
C  2.449  0.306  -0.459
C  2.110  1.809  -0.362
C  0.627  2.160  -0.182
C  -0.061  1.360  0.934
C  0.538  1.552  2.315
C  1.131  2.737  2.736
C  1.660  2.840  4.013
C  1.584  1.775  4.894
C  0.975  0.595  4.491
C  0.467  0.490  3.207
C  -1.610  1.559  0.949
O  -2.019  1.862  2.260
C  -3.414  2.041  2.474
C  -4.262  0.826  2.123
C  -3.832  -0.400  2.935
C  -2.195  2.602  -0.019
N  -1.400  2.923  -1.254
C  -2.376  3.092  -2.404
C  -2.788  1.815  -3.057
F  -1.806  4.029  -3.242
C  -0.238  1.991  -1.454
C  0.490  2.218  -2.781
O  1.243  1.073  -3.091
C  0.504  0.055  -3.768
C  1.301  -1.227  -3.740
O  2.260  -1.207  -4.780
C  3.498  -1.793  -4.436
C  3.434  -3.270  -4.085
H  -1.369  -5.718  1.693
H  -1.890  -4.891  3.147
H  -2.902  -4.825  1.688
H  -1.638  -2.696  1.957
H  -1.086  -3.543  0.521
H  0.567  -4.532  2.580
H  0.399  -2.812  2.956
H  1.619  -4.112  0.514
H  0.948  -2.465  0.410
H  3.333  -3.456  1.965
H  2.462  -2.046  2.541
H  4.506  -1.959  0.692
H  3.111  -2.082  -0.383
H  4.067  0.291  0.952
H  2.523  -0.135  1.655
H  3.128  0.179  -1.303
H  1.546  -0.263  -0.687
H  2.531  2.338  -1.214
H  2.633  2.204  0.512
H  0.576  3.222  0.099
H  0.112  0.309  0.692
H  1.186  3.590  2.073
H  2.140  3.757  4.330
H  1.994  1.854  5.891
H  0.893  -0.240  5.174
H  -0.012  -0.430  2.889
H  -2.030  0.584  0.675
H  -3.505  2.213  3.548
H  -3.792  2.954  2.000
H  -5.284  1.089  2.394
H  -4.203  0.599  1.057
H  -3.500  -0.085  3.928
H  -2.974  -0.896  2.482
H  -4.646  -1.108  3.063
H  -2.332  3.538  0.521
H  -3.189  2.279  -0.321
H  -0.984  3.844  -1.115
H  -3.262  3.567  -1.977
H  -2.060  1.433  -3.765
H  -3.750  1.929  -3.586
H  -3.013  1.071  -2.293
H  -0.647  0.979  -1.451
H  -0.181  2.469  -3.600
H  1.196  3.045  -2.681
H  -0.463  -0.124  -3.288
H  0.347  0.365  -4.804
H  0.627  -2.080  -3.861
H  1.804  -1.306  -2.772
H  3.959  -1.228  -3.615
H  4.149  -1.661  -5.300
H  4.374  -3.559  -3.612
H  3.310  -3.893  -4.970
H  2.639  -3.503  -3.378
O  -5.103  0.704  -4.005
H  -5.129  1.284  -4.778

- HOMO-LUMO gap (eV) = 5.18
- total energy (a.u.) = -1630.8915
- LUMO energy (eV) = -0.29
- strongest force on any atom (Eh/bohr) = 0.0150

[11]
Formula: C3H9NO2
Source: the Open Molecules 2025 dataset
Level of theory: ωB97M-V/def2-TZVPD

CARTESIAN COORDINATES (ANGSTROEM)
C  -1.834  0.560  -0.380
C  -0.089  0.280  0.722
C  0.184  0.084  -0.643
N  1.989  -0.218  0.494
O  3.225  -0.916  0.852
O  -2.539  -0.630  -0.458
H  2.922  -1.823  0.957
H  -2.345  -1.071  -1.292
H  2.353  0.737  0.421
H  -1.840  1.163  -1.287
H  -2.222  1.136  0.454
H  -0.444  -0.538  1.327
H  0.033  1.245  1.188
H  0.539  0.885  -1.272
H  0.069  -0.894  -1.082

- HOMO-LUMO gap (eV) = 7.31
- energy relative to the best compared isomer or geometry (same formula, charge and spin) (eV) = 8.264
- total energy (a.u.) = -324.6689
- LUMO energy (eV) = 0.52
- strongest force on any atom (Eh/bohr) = 0.0125